11
Properties=species:S:1:pos:R:3:mulliken_charge:R:1 method="wB97M-V/def2-TZVPD" relative_energy_kcal_mol=16.8 e_homo_ha=-0.10309 homo_lumo_gap_ev=7.50 charge=-1
O 0.261 -0.108 -3.095 -0.733
H 0.052 -0.251 -2.163 0.457
C -0.615 -0.239 0.464 -0.178
O 0.062 -0.788 -0.577 -0.890
C 0.209 0.321 1.647 -1.016
H -1.180 -1.016 1.118 0.128
H -1.326 0.632 0.038 0.144
H 1.266 0.143 -3.093 0.269
H 0.926 0.960 1.068 0.273
H 0.768 -0.444 2.220 0.237
H -0.422 0.791 2.373 0.309

***

70
Properties=species:S:1:pos:R:3:mulliken_charge:R:1 method="wB97M-V/def2-TZVPD" relative_energy_kcal_mol=15.2 e_homo_ha=-0.28650 homo_lumo_gap_ev=7.43 charge=0
Al 0.181 -0.036 0.260 0.179
O 1.383 -3.023 0.786 -0.694
S 0.009 -3.136 1.173 1.119
O -0.318 -3.753 2.426 -0.697
N -0.664 -1.661 1.036 0.441
C -1.931 -1.455 1.583 -0.115
C -2.806 -2.392 2.100 -0.656
C -4.057 -2.013 2.626 -1.090
C -4.469 -0.714 2.658 -0.942
C -3.617 0.278 2.125 0.511
C -3.946 1.650 2.113 -0.804
C -3.076 2.554 1.579 -1.057
C -1.872 2.087 1.030 -0.077
N -1.536 0.820 1.016 0.869
C -2.375 -0.096 1.578 1.053
C -0.801 -4.073 -0.102 0.231
C -0.661 -3.648 -1.419 -0.161
C -1.260 -4.375 -2.433 -0.585
C -1.987 -5.524 -2.131 -0.536
C -2.104 -5.950 -0.817 -0.665
C -1.505 -5.224 0.207 -0.284
H -2.523 -3.430 2.153 0.477
H -4.693 -2.790 3.033 0.401
H -5.422 -0.429 3.084 0.419
H -4.889 1.968 2.540 0.441
H -3.291 3.613 1.566 0.460
H -1.165 2.783 0.610 0.312
H -0.059 -2.772 -1.634 0.114
H -1.146 -4.060 -3.464 0.436
H -2.450 -6.095 -2.927 0.395
H -2.657 -6.851 -0.584 0.402
H -1.576 -5.541 1.240 0.530
C 4.170 0.777 -4.989 -1.076
Si 4.442 0.595 -3.144 0.170
C 5.934 1.594 -2.624 -1.109
C 4.736 -1.197 -2.743 -1.017
C 2.945 1.406 -2.311 0.553
C 2.759 2.754 -2.571 -0.052
C 1.711 3.477 -2.004 -1.579
C 0.855 2.808 -1.164 -0.033
N 0.986 1.506 -0.886 0.074
C 2.010 0.801 -1.439 0.542
S 2.012 -0.847 -0.920 -0.722
H 5.025 0.387 -5.549 0.340
H 4.025 1.821 -5.280 0.347
H 3.283 0.218 -5.301 0.290
H 6.838 1.219 -3.112 0.331
H 6.081 1.520 -1.543 0.330
H 5.832 2.653 -2.874 0.334
H 5.637 -1.516 -3.277 0.365
H 3.906 -1.833 -3.054 0.270
H 4.891 -1.357 -1.675 0.336
H 3.449 3.273 -3.231 0.306
H 1.569 4.529 -2.204 0.398
H 0.030 3.334 -0.709 0.489
C -0.670 -0.259 -4.072 -0.790
N -1.859 -0.739 -3.380 -0.158
C -1.913 -0.714 -2.035 0.197
N -3.049 -1.139 -1.431 -0.295
O -0.927 -0.299 -1.411 -0.071
H -0.854 -0.310 -5.142 0.403
H 0.198 -0.867 -3.820 0.210
H -0.453 0.772 -3.794 0.185
H -2.652 -1.052 -3.908 0.200
H -3.725 -1.667 -1.954 0.245
H -2.994 -1.334 -0.443 0.113
O -0.134 0.069 3.374 -0.509
N 0.979 0.390 2.979 0.883
O 1.954 0.514 3.679 -0.670
O 1.137 0.663 1.696 -0.261

***

108
Properties=species:S:1:pos:R:3:mulliken_charge:R:1 method="wB97M-V/def2-TZVPD" relative_energy_kcal_mol=128.3 e_homo_ha=-0.33750 homo_lumo_gap_ev=9.13 charge=0
C 3.713 2.449 -0.593 0.365
C 3.784 3.632 0.377 -0.586
O 4.385 3.193 1.579 -0.528
H 3.053 1.655 -0.296 -0.465
H 4.747 1.948 -0.620 0.181
H 3.463 2.944 -1.548 0.083
H 2.769 3.945 0.471 0.288
H 4.322 4.441 -0.113 0.386
H 4.054 3.822 2.212 0.332
C -3.542 0.701 2.123 -1.873
C -2.357 -0.253 2.238 3.244
O -2.467 -0.834 3.484 -0.623
H -3.307 1.645 1.748 0.340
H -4.051 0.970 3.010 0.635
H -4.409 0.281 1.495 0.256
H -1.339 0.169 2.084 -1.204
H -2.515 -0.915 1.455 -1.103
H -3.368 -1.029 3.697 0.404
C -1.737 -3.911 3.024 -1.835
C -0.592 -3.154 2.387 0.817
O -0.786 -3.046 1.037 -0.545
H -2.126 -4.835 2.447 0.279
H -2.556 -3.319 3.373 0.456
H -1.376 -4.294 3.931 0.620
H 0.313 -3.765 2.533 0.438
H -0.508 -2.161 2.855 -0.449
H -0.305 -2.258 0.693 0.532
C 1.543 1.277 -2.874 1.532
C 1.560 2.487 -3.869 -1.337
O 0.349 3.080 -4.064 -0.604
H 0.819 0.442 -2.987 -0.223
H 1.366 1.758 -1.912 -0.636
H 2.448 0.740 -2.777 -0.233
H 1.751 2.210 -4.849 0.636
H 2.269 3.268 -3.687 0.266
H -0.098 2.476 -4.651 0.378
C -0.766 3.253 2.518 -0.718
C -0.704 2.397 3.803 0.218
O -2.003 2.287 4.265 -0.603
H -1.262 2.727 1.700 -0.170
H 0.206 3.422 2.160 0.195
H -1.234 4.251 2.642 0.444
H -0.154 2.764 4.692 0.577
H -0.430 1.330 3.573 -0.291
H -1.962 1.612 4.942 0.332
C -2.481 1.825 -2.533 -1.041
C -3.350 1.414 -1.341 -0.431
O -3.619 0.074 -1.421 -0.329
H -2.359 2.867 -2.561 0.687
H -2.852 1.511 -3.533 0.406
H -1.456 1.541 -2.424 0.023
H -4.328 2.048 -1.442 0.258
H -3.028 1.559 -0.303 0.110
H -4.176 -0.100 -0.640 0.072
C 2.443 0.474 3.614 -1.087
C 1.680 -0.826 3.326 0.980
O 2.353 -1.393 2.285 -0.602
H 3.084 0.350 4.475 0.464
H 1.697 1.142 4.084 0.096
H 2.955 0.952 2.739 0.133
H 0.744 -0.475 2.885 -1.018
H 1.536 -1.403 4.196 0.600
H 1.659 -1.400 1.605 0.055
C 5.323 -2.322 -1.264 -1.427
C 4.588 -0.972 -1.307 0.050
O 3.993 -0.857 -0.020 -0.558
H 6.141 -2.354 -0.490 0.352
H 5.727 -2.528 -2.220 0.461
H 4.598 -3.095 -0.947 0.248
H 3.989 -0.706 -2.161 0.070
H 5.347 -0.196 -1.406 0.339
H 4.705 -0.520 0.542 0.326
C -4.238 -2.623 0.287 0.245
O -3.207 -2.803 -0.575 -0.669
N -4.179 -2.906 1.565 -0.175
N -5.432 -2.286 -0.121 -0.349
H -3.257 -2.912 1.890 -0.369
H -4.885 -2.661 2.207 0.262
H -5.684 -2.232 -1.183 0.299
H -6.092 -1.898 0.519 0.196
C 0.373 -0.298 -0.204 0.174
O 0.573 0.748 0.617 -0.188
N -0.736 -0.462 -0.823 3.867
N 1.169 -1.330 -0.258 0.382
H -1.394 0.355 -0.761 -1.230
H -0.863 -1.239 -1.556 -1.592
H 2.137 -1.176 0.020 0.292
H 1.060 -2.089 -1.038 -0.291
C -1.365 -2.045 -3.518 0.206
O -0.580 -2.039 -4.663 -0.766
N -1.090 -2.635 -2.396 -0.159
N -2.487 -1.364 -3.506 -0.237
H -0.353 -3.380 -2.435 0.317
H -1.600 -2.706 -1.563 0.153
H -2.487 -0.802 -4.346 0.229
H -3.041 -1.100 -2.681 0.305
C 1.786 -2.804 -3.094 -0.416
O 1.702 -3.603 -1.894 -0.678
H 1.328 -1.876 -2.935 -0.106
H 1.378 -3.356 -3.967 0.440
H 2.820 -2.537 -3.429 0.230
H 1.996 -4.502 -2.159 0.330
C 0.026 4.023 -0.601 -0.055
O 0.654 4.601 -1.712 -0.626
H -0.189 4.672 0.227 0.483
H 0.720 3.354 -0.120 -0.285
H -0.893 3.449 -0.800 -0.025
H 0.459 4.049 -2.436 0.363

***

Please write out number 2 again, unchanged.
70
Properties=species:S:1:pos:R:3:mulliken_charge:R:1 method="wB97M-V/def2-TZVPD" relative_energy_kcal_mol=15.2 e_homo_ha=-0.28650 homo_lumo_gap_ev=7.43 charge=0
Al 0.181 -0.036 0.260 0.179
O 1.383 -3.023 0.786 -0.694
S 0.009 -3.136 1.173 1.119
O -0.318 -3.753 2.426 -0.697
N -0.664 -1.661 1.036 0.441
C -1.931 -1.455 1.583 -0.115
C -2.806 -2.392 2.100 -0.656
C -4.057 -2.013 2.626 -1.090
C -4.469 -0.714 2.658 -0.942
C -3.617 0.278 2.125 0.511
C -3.946 1.650 2.113 -0.804
C -3.076 2.554 1.579 -1.057
C -1.872 2.087 1.030 -0.077
N -1.536 0.820 1.016 0.869
C -2.375 -0.096 1.578 1.053
C -0.801 -4.073 -0.102 0.231
C -0.661 -3.648 -1.419 -0.161
C -1.260 -4.375 -2.433 -0.585
C -1.987 -5.524 -2.131 -0.536
C -2.104 -5.950 -0.817 -0.665
C -1.505 -5.224 0.207 -0.284
H -2.523 -3.430 2.153 0.477
H -4.693 -2.790 3.033 0.401
H -5.422 -0.429 3.084 0.419
H -4.889 1.968 2.540 0.441
H -3.291 3.613 1.566 0.460
H -1.165 2.783 0.610 0.312
H -0.059 -2.772 -1.634 0.114
H -1.146 -4.060 -3.464 0.436
H -2.450 -6.095 -2.927 0.395
H -2.657 -6.851 -0.584 0.402
H -1.576 -5.541 1.240 0.530
C 4.170 0.777 -4.989 -1.076
Si 4.442 0.595 -3.144 0.170
C 5.934 1.594 -2.624 -1.109
C 4.736 -1.197 -2.743 -1.017
C 2.945 1.406 -2.311 0.553
C 2.759 2.754 -2.571 -0.052
C 1.711 3.477 -2.004 -1.579
C 0.855 2.808 -1.164 -0.033
N 0.986 1.506 -0.886 0.074
C 2.010 0.801 -1.439 0.542
S 2.012 -0.847 -0.920 -0.722
H 5.025 0.387 -5.549 0.340
H 4.025 1.821 -5.280 0.347
H 3.283 0.218 -5.301 0.290
H 6.838 1.219 -3.112 0.331
H 6.081 1.520 -1.543 0.330
H 5.832 2.653 -2.874 0.334
H 5.637 -1.516 -3.277 0.365
H 3.906 -1.833 -3.054 0.270
H 4.891 -1.357 -1.675 0.336
H 3.449 3.273 -3.231 0.306
H 1.569 4.529 -2.204 0.398
H 0.030 3.334 -0.709 0.489
C -0.670 -0.259 -4.072 -0.790
N -1.859 -0.739 -3.380 -0.158
C -1.913 -0.714 -2.035 0.197
N -3.049 -1.139 -1.431 -0.295
O -0.927 -0.299 -1.411 -0.071
H -0.854 -0.310 -5.142 0.403
H 0.198 -0.867 -3.820 0.210
H -0.453 0.772 -3.794 0.185
H -2.652 -1.052 -3.908 0.200
H -3.725 -1.667 -1.954 0.245
H -2.994 -1.334 -0.443 0.113
O -0.134 0.069 3.374 -0.509
N 0.979 0.390 2.979 0.883
O 1.954 0.514 3.679 -0.670
O 1.137 0.663 1.696 -0.261